Computed, not measured: a 11-piece molecular cluster, C48H123N5O18S6 overall at a distorted geometry, with ωB97M-V/def2-TZVPD.

As for the SMILES: CCOS(C)(=O)=O.CCOS(C)(=O)=O.CCOS(C)(=O)=O.CCOS(C)(=O)=O.CCOS(C)(=O)=O.CCOS(C)(=O)=O.CCN(CC)CC.CCN(CC)CC.CCN(CC)CC.CCN(CC)CC.CCN(CC)CC. The energy above the lowest of the compared OMol25 structures with the same formula, charge and spin is 281.88 kJ/mol. Its energy is -161080.2799 eV. The multiplicity is 1. Its orbital gap is 0.305 Eh.

```
200
Properties=species:S:1:pos:R:3:lowdin_charge:R:1
C -0.98 4.90 3.40 -0.089
C -1.76 3.84 2.69 -0.288
N -3.16 4.13 2.51 -0.158
C -3.36 4.89 1.33 -0.283
C -4.33 6.05 1.60 -0.061
C -3.84 2.84 2.42 -0.243
C -5.37 2.93 2.33 -0.073
H -1.34 5.04 4.42 0.080
H -1.06 5.91 2.98 0.067
H 0.07 4.61 3.41 0.063
H -1.28 3.68 1.70 0.101
H -1.53 2.93 3.25 0.122
H -2.40 5.25 0.97 0.100
H -3.90 4.33 0.56 0.099
H -3.93 6.88 2.19 0.076
H -4.68 6.50 0.66 0.061
H -5.12 5.63 2.23 0.063
H -3.64 2.30 3.35 0.121
H -3.50 2.19 1.59 0.096
H -5.89 3.57 1.60 0.077
H -5.75 3.35 3.28 0.085
H -5.81 1.96 2.08 0.036
C 0.09 -0.39 1.07 -0.073
C -1.23 -0.47 0.32 -0.256
N -1.38 0.45 -0.80 -0.166
C -1.39 1.84 -0.30 -0.260
C -1.88 2.79 -1.33 -0.103
C -0.41 0.23 -1.87 -0.249
C -0.75 -0.93 -2.77 -0.096
H 0.00 -0.85 2.06 0.073
H 0.46 0.62 1.26 0.063
H 0.86 -0.85 0.45 0.064
H -1.30 -1.46 -0.15 0.105
H -2.10 -0.32 0.96 0.102
H -2.02 1.81 0.58 0.078
H -0.36 2.15 -0.03 0.121
H -2.25 3.73 -0.92 0.039
H -1.11 3.07 -2.03 0.064
H -2.73 2.29 -1.82 0.091
H 0.67 0.23 -1.59 0.129
H -0.40 1.04 -2.61 0.106
H 0.15 -1.21 -3.32 0.068
H -1.53 -0.64 -3.47 0.073
H -1.10 -1.83 -2.26 0.072
C 4.31 -4.15 -1.26 -0.105
C 4.40 -2.82 -1.98 -0.272
N 4.52 -2.91 -3.41 -0.197
C 4.35 -1.58 -4.05 -0.220
C 5.59 -0.67 -4.06 -0.062
C 5.50 -3.81 -3.92 -0.263
C 5.14 -4.26 -5.37 -0.072
H 3.60 -4.82 -1.77 0.061
H 4.05 -4.20 -0.21 0.069
H 5.29 -4.64 -1.34 0.068
H 3.48 -2.27 -1.75 0.112
H 5.21 -2.23 -1.51 0.119
H 4.13 -1.87 -5.09 0.081
H 3.50 -1.07 -3.61 0.095
H 5.39 0.20 -4.69 0.058
H 5.79 -0.39 -3.02 0.071
H 6.46 -1.20 -4.43 0.064
H 5.56 -4.71 -3.32 0.095
H 6.53 -3.37 -3.92 0.113
H 5.80 -5.01 -5.81 0.066
H 5.05 -3.42 -6.05 0.048
H 4.16 -4.74 -5.27 0.079
C 5.82 4.47 5.13 -0.097
C 5.91 3.39 4.05 -0.248
N 4.63 2.96 3.47 -0.202
C 3.91 2.04 4.32 -0.285
C 2.69 1.48 3.71 -0.098
C 3.82 4.04 3.01 -0.262
C 3.12 3.78 1.65 -0.080
H 6.77 4.70 5.61 0.069
H 5.14 4.09 5.90 0.068
H 5.38 5.43 4.87 0.062
H 6.55 3.64 3.19 0.113
H 6.48 2.56 4.49 0.110
H 3.57 2.62 5.21 0.114
H 4.58 1.27 4.70 0.119
H 2.13 1.01 4.53 0.084
H 2.92 0.62 3.06 0.082
H 2.06 2.20 3.22 0.047
H 3.07 4.26 3.80 0.122
H 4.32 5.00 2.92 0.108
H 3.52 2.87 1.19 0.081
H 2.04 3.68 1.68 0.041
H 3.40 4.55 0.93 0.046
C 3.44 -7.77 0.25 -0.085
C 2.49 -7.02 1.18 -0.246
N 1.16 -6.77 0.62 -0.189
C 1.21 -5.93 -0.50 -0.292
C -0.10 -5.91 -1.28 -0.064
C 0.32 -6.20 1.65 -0.266
C -0.38 -7.30 2.39 -0.084
H 2.93 -8.55 -0.33 0.082
H 4.27 -8.23 0.79 0.071
H 3.93 -7.15 -0.51 0.054
H 2.36 -7.60 2.10 0.110
H 3.00 -6.06 1.48 0.118
H 1.32 -4.90 -0.11 0.121
H 2.03 -6.03 -1.21 0.090
H -0.88 -5.36 -0.75 0.032
H 0.04 -5.43 -2.25 0.076
H -0.55 -6.90 -1.40 0.083
H -0.31 -5.38 1.28 0.099
H 0.90 -5.58 2.36 0.095
H 0.25 -8.05 2.88 0.080
H -1.00 -7.95 1.77 0.080
H -0.85 -6.86 3.27 0.051
O -0.10 5.29 -1.03 -0.240
S 0.58 6.22 -0.25 0.485
O 1.02 5.96 1.06 -0.260
O 1.72 6.79 -1.15 -0.241
C 2.67 7.71 -0.59 -0.258
C 4.05 7.31 -1.07 -0.057
C -0.44 7.63 -0.18 -0.118
H 2.71 7.69 0.50 0.121
H 2.40 8.69 -0.96 0.123
H 4.76 8.01 -0.63 0.087
H 4.11 7.25 -2.15 0.081
H 4.30 6.33 -0.65 0.073
H -1.37 7.37 0.30 0.061
H -0.55 8.07 -1.18 0.078
H 0.19 8.44 0.22 0.075
O -5.53 8.88 -2.69 -0.240
S -4.30 8.27 -2.48 0.488
O -3.56 8.49 -1.28 -0.280
O -4.57 6.75 -2.68 -0.254
C -3.53 5.76 -2.24 -0.183
C -3.29 4.83 -3.44 -0.067
C -3.25 8.67 -3.83 -0.121
H -4.05 5.13 -1.53 0.101
H -2.61 6.22 -1.87 0.096
H -3.99 3.98 -3.45 0.079
H -2.31 4.34 -3.49 0.067
H -3.45 5.33 -4.40 0.077
H -3.82 8.47 -4.73 0.077
H -2.29 8.20 -3.72 0.066
H -3.18 9.76 -3.82 0.076
O -1.12 -8.19 6.09 -0.228
S -0.36 -7.24 6.73 0.501
O 0.68 -7.61 7.60 -0.252
O 0.27 -6.28 5.63 -0.273
C 1.38 -5.48 6.07 -0.252
C 1.71 -4.69 4.82 -0.070
C -1.41 -6.11 7.55 -0.126
H 2.25 -6.10 6.23 0.124
H 1.09 -4.83 6.88 0.118
H 2.17 -5.25 4.03 0.059
H 2.21 -3.74 5.04 0.086
H 0.77 -4.26 4.43 0.083
H -0.77 -5.40 8.11 0.071
H -1.99 -6.58 8.34 0.078
H -1.90 -5.42 6.87 0.077
O -5.77 -4.26 -1.42 -0.264
S -4.51 -4.69 -0.91 0.530
O -3.30 -4.28 -1.50 -0.267
O -4.50 -4.29 0.63 -0.289
C -3.19 -4.34 1.35 -0.214
C -3.20 -5.39 2.42 -0.066
C -4.51 -6.45 -0.81 -0.100
H -3.13 -3.36 1.86 0.126
H -2.32 -4.33 0.70 0.090
H -2.46 -5.08 3.15 0.081
H -2.97 -6.41 2.13 0.061
H -4.20 -5.45 2.86 0.091
H -3.67 -6.73 -0.18 0.062
H -4.30 -6.82 -1.81 0.081
H -5.51 -6.78 -0.58 0.077
O -5.08 -0.77 2.54 -0.277
S -6.27 -0.78 1.77 0.520
O -7.43 -0.15 2.18 -0.239
O -5.90 -0.11 0.37 -0.272
C -4.58 -0.44 -0.28 -0.209
C -4.80 -0.58 -1.77 -0.052
C -6.66 -2.44 1.22 -0.094
H -4.18 -1.36 0.18 0.097
H -3.89 0.38 -0.08 0.089
H -5.63 -1.21 -2.09 0.075
H -3.84 -0.80 -2.25 0.069
H -5.08 0.42 -2.13 0.082
H -6.32 -2.57 0.21 0.026
H -7.74 -2.51 1.24 0.077
H -6.23 -3.19 1.86 0.058
O 2.20 0.94 -4.56 -0.248
S 1.58 0.79 -5.80 0.542
O 1.57 1.88 -6.73 -0.271
O 2.15 -0.46 -6.57 -0.255
C 3.38 -0.23 -7.26 -0.263
C 3.31 0.62 -8.54 -0.064
C -0.07 0.22 -5.61 -0.111
H 3.85 -1.20 -7.41 0.114
H 4.10 0.19 -6.53 0.103
H 3.69 1.62 -8.39 0.071
H 2.33 0.60 -8.99 0.079
H 3.96 0.09 -9.25 0.077
H -0.33 -0.42 -6.45 0.083
H -0.72 1.07 -5.51 0.083
H -0.06 -0.41 -4.72 0.006
```